Arrangement P

Below is the ion C5H14N2 with charge +1, with properties calculated with ωB97M-V/def2-TZVPD.

Element x y z (Å)
C (-1.135, -0.145, -1.911)
N (0.222, 0.302, -1.532)
C (0.014, 1.367, 2.185)
C (-0.295, 1.282, 0.665)
C (0.515, 0.120, -0.086)
C (0.323, -1.323, 0.366)
N (0.968, -2.265, -0.626)
H (-1.939, 0.092, -1.218)
H (-1.343, -0.074, -2.979)
H (-1.154, -1.228, -1.797)
H (0.248, 1.299, -1.767)
H (-0.310, 0.400, 2.589)
H (1.050, 1.483, 2.492)
H (-0.509, 2.308, 2.342)
H (0.186, 2.116, 0.150)
H (-1.382, 1.241, 0.586)
H (1.564, 0.368, 0.128)
H (-0.758, -1.520, 0.336)
H (0.573, -1.497, 1.413)
H (1.712, -2.671, -0.061)
H (1.450, -1.655, -1.274)

Computed properties:
gap between HOMO and LUMO (spin up / spin down) = 11.0508 / 5.6843 eV
total charge = +1
spin multiplicity = 2
⟨S²⟩ = 0.755


Arrangement Q

Below is the ion C5H14N2 with charge +1, with properties calculated with ωB97M-V/def2-TZVPD.

Element x y z (Å)
N (-0.228, -2.367, 0.626)
C (-1.159, -1.589, 1.584)
C (-0.918, -0.059, 1.701)
N (0.392, 0.452, 1.206)
C (0.370, 1.293, -0.132)
C (0.077, 0.728, -1.446)
C (1.403, 0.964, -2.303)
H (0.457, -1.711, 0.212)
H (-0.682, -2.523, -0.266)
H (-0.899, -1.958, 2.728)
H (-2.135, -1.788, 1.451)
H (-1.076, 0.189, 2.850)
H (-1.842, 0.394, 1.280)
H (1.169, -0.123, 1.321)
H (-0.360, 2.168, 0.144)
H (1.437, 1.656, 0.051)
H (-0.486, -0.232, -1.312)
H (-0.663, 1.387, -1.989)
H (1.721, 2.056, -2.165)
H (2.264, 0.368, -2.212)
H (1.156, 0.695, -3.329)

Computed properties:
gap between HOMO and LUMO (spin up / spin down) = 11.0435 / 6.0202 eV
total charge = +1
spin multiplicity = 2
⟨S²⟩ = 0.755


Relative energies, hartree: arrangement P 0.0000; arrangement Q 0.0538.


Arrangement P

Below is the ion C5H14N2 with charge +1, with properties calculated with ωB97M-V/def2-TZVPD.

Element x y z (Å)
C (0.012, -0.286, 1.627)
C (-0.376, 0.161, 0.210)
C (-1.318, -0.874, -0.471)
C (-2.537, -1.374, 0.344)
N (0.748, 0.247, -0.668)
C (1.691, 1.409, -0.555)
N (2.543, 1.573, -1.655)
H (0.480, -1.268, 1.496)
H (-0.773, -0.415, 2.364)
H (0.694, 0.475, 2.013)
H (-0.967, 1.071, 0.155)
H (-1.695, -0.738, -1.485)
H (-0.686, -1.773, -0.556)
H (-2.405, -1.055, 1.372)
H (-2.567, -2.454, 0.458)
H (-3.479, -1.052, -0.080)
H (1.326, -0.597, -0.694)
H (2.253, 1.101, 0.345)
H (1.185, 2.336, -0.284)
H (2.414, 2.367, -2.255)
H (3.457, 1.146, -1.681)

Computed properties:
gap between HOMO and LUMO (spin up / spin down) = 11.5718 / 6.7160 eV
total charge = +1
spin multiplicity = 2
⟨S²⟩ = 0.754


Arrangement Q

Below is the ion C5H14N2 with charge +1, with properties calculated with ωB97M-V/def2-TZVPD.

Element x y z (Å)
C (1.600, 1.421, -1.231)
C (0.498, 1.504, -0.139)
C (0.156, 0.084, 0.416)
C (-1.389, -0.075, 0.453)
C (-1.842, -1.484, 0.936)
N (-1.753, -2.480, -0.056)
N (2.958, 1.338, -0.726)
H (1.410, 0.573, -1.897)
H (1.450, 2.289, -1.880)
H (-0.361, 1.942, -0.617)
H (0.897, 2.073, 0.696)
H (0.471, -0.007, 1.453)
H (0.564, -0.709, -0.219)
H (-1.783, 0.641, 1.163)
H (-1.808, 0.022, -0.545)
H (-1.206, -1.850, 1.777)
H (-2.851, -1.499, 1.368)
H (-0.835, -2.633, -0.470)
H (-2.454, -3.217, -0.006)
H (3.254, 0.367, -0.690)
H (3.023, 1.697, 0.215)

Computed properties:
gap between HOMO and LUMO (spin up / spin down) = 8.4153 / 3.4509 eV
total charge = +1
spin multiplicity = 2
⟨S²⟩ = 0.755


Relative energies, hartree: arrangement P 0.0000; arrangement Q 0.0104.


Arrangement P

Below is the molecule C16H16N2O4S, with properties calculated with ωB97M-V/def2-TZVPD.

Element x y z (Å)
C (3.905, 2.439, 2.936)
C (3.271, 3.191, 3.815)
C (1.781, 3.315, 3.949)
N (1.053, 2.652, 2.894)
C (0.263, 1.596, 3.110)
O (0.023, 1.137, 4.222)
C (-0.321, 1.011, 1.883)
O (0.086, 1.505, 0.698)
N (-0.525, 0.834, -0.302)
C (-1.308, -0.067, 0.231)
C (-2.066, -1.028, -0.591)
S (-0.962, -2.466, -0.970)
C (-0.982, -2.360, -2.761)
C (-1.974, -3.050, -3.438)
C (-2.038, -2.989, -4.819)
C (-1.103, -2.240, -5.511)
C (-0.110, -1.561, -4.826)
C (-0.025, -1.610, -3.440)
C (1.046, -0.872, -2.704)
C (-1.229, -0.005, 1.664)
C (-2.045, -0.837, 2.602)
O (-2.941, -1.526, 2.185)
O (-1.757, -0.769, 3.885)
H (4.980, 2.397, 2.906)
H (3.389, 1.825, 2.217)
H (3.820, 3.785, 4.532)
H (1.458, 2.863, 4.893)
H (1.505, 4.376, 3.966)
H (1.229, 2.949, 1.945)
H (-2.920, -1.415, -0.038)
H (-2.357, -0.590, -1.542)
H (-2.690, -3.631, -2.877)
H (-2.812, -3.524, -5.347)
H (-1.144, -2.185, -6.589)
H (0.618, -0.982, -5.376)
H (0.609, -0.053, -2.133)
H (1.545, -1.538, -2.002)
H (1.780, -0.468, -3.396)
H (-1.051, -0.109, 4.128)

Computed properties:
gap between HOMO and LUMO = 8.3872 eV


Arrangement Q

Below is the molecule C16H16N2O4S, with properties calculated with ωB97M-V/def2-TZVPD.

Element x y z (Å)
C (-0.785, -3.494, -0.325)
C (-1.348, -2.119, -0.197)
C (-2.719, -1.896, -0.270)
C (-3.247, -0.616, -0.193)
C (-2.385, 0.481, -0.071)
C (-1.019, 0.268, 0.018)
C (-0.516, -1.019, -0.019)
S (1.268, -1.244, 0.032)
O (1.734, -1.311, -1.320)
O (1.600, -2.326, 0.917)
N (1.762, 0.221, 0.706)
C (1.550, 0.267, 2.139)
C (2.998, 0.744, 0.242)
C (4.064, -0.089, -0.063)
C (5.244, 0.452, -0.544)
C (5.371, 1.821, -0.702)
C (4.312, 2.654, -0.382)
C (3.124, 2.119, 0.084)
N (-2.931, 1.766, -0.092)
C (-4.264, 2.010, -0.041)
O (-4.732, 3.121, -0.124)
C (-5.113, 0.767, 0.205)
O (-4.591, -0.447, -0.299)
H (-0.270, -3.777, 0.591)
H (-0.043, -3.511, -1.121)
H (-1.568, -4.216, -0.540)
H (-3.402, -2.720, -0.405)
H (-0.340, 1.102, 0.097)
H (2.225, -0.415, 2.666)
H (1.710, 1.283, 2.496)
H (0.524, -0.036, 2.340)
H (3.954, -1.154, 0.069)
H (6.069, -0.200, -0.790)
H (6.294, 2.241, -1.073)
H (4.407, 3.723, -0.503)
H (2.292, 2.762, 0.327)
H (-2.307, 2.555, -0.193)
H (-5.259, 0.687, 1.295)
H (-6.090, 0.903, -0.263)

Computed properties:
gap between HOMO and LUMO = 9.1425 eV


Relative energies, hartree: arrangement P 0.0187; arrangement Q 0.0000.


Arrangement P

Below is the ion C7H14N5O with charge +1, with properties calculated with ωB97M-V/def2-TZVPD.

Element x y z (Å)
C (-1.941, 2.194, -0.133)
C (-1.379, 0.878, 0.191)
C (-0.126, 0.351, -0.040)
N (0.831, 1.105, -0.548)
N (2.033, 0.909, -0.801)
N (2.844, -0.308, -0.427)
C (2.994, -1.372, -1.330)
C (3.706, -0.132, 0.531)
O (3.755, 0.983, 1.168)
N (-0.166, -1.033, 0.344)
C (-1.529, -1.321, 0.759)
N (-2.180, -0.025, 0.623)
C (-3.600, -0.024, 0.577)
H (-2.913, 2.026, 0.276)
H (-2.235, 2.255, -1.279)
H (-1.364, 3.012, 0.197)
H (3.066, -1.025, -2.433)
H (3.939, -1.959, -1.238)
H (1.987, -1.915, -1.163)
H (4.544, -0.761, 0.755)
H (3.174, 1.611, 0.856)
H (0.246, -1.667, -0.420)
H (-1.582, -1.557, 1.787)
H (-2.051, -2.094, 0.086)
H (-4.004, 0.624, 1.326)
H (-3.888, 0.271, -0.348)
H (-4.160, -1.027, 0.685)

Computed properties:
gap between HOMO and LUMO (spin up / spin down) = 7.8302 / 7.8309 eV
total charge = +1


Arrangement Q

Below is the ion C7H14N5O with charge +1, with properties calculated with ωB97M-V/def2-TZVPD.

Element x y z (Å)
C (2.840, -2.459, 0.401)
C (3.034, -1.654, -0.687)
N (1.944, -0.748, -1.011)
C (1.268, -0.562, -2.239)
N (0.304, 0.354, -2.054)
N (0.412, 0.703, -0.763)
C (-0.433, 1.674, -0.024)
C (-1.558, 0.833, 0.734)
O (-1.637, 1.173, 2.113)
C (-2.951, 0.970, -0.038)
N (-3.580, -0.342, -0.334)
C (1.391, 0.075, -0.059)
N (1.666, 0.252, 1.285)
H (3.616, -2.662, 1.164)
H (1.809, -2.874, 0.524)
H (3.989, -1.677, -1.252)
H (1.492, -1.083, -3.187)
H (0.140, 2.304, 0.692)
H (-0.874, 2.352, -0.791)
H (-1.300, -0.260, 0.685)
H (-2.567, 1.257, 2.382)
H (-3.640, 1.609, 0.577)
H (-2.785, 1.439, -1.044)
H (-2.882, -0.990, -0.703)
H (-3.960, -0.721, 0.534)
H (1.733, 1.249, 1.520)
H (2.528, -0.212, 1.575)

Computed properties:
gap between HOMO and LUMO = 8.5504 eV
total charge = +1


Relative energies, hartree: arrangement P 0.0761; arrangement Q 0.0000.


Arrangement P

Below is a cluster of 2 separate species, C2H7N2O in total, with properties calculated with ωB97M-V/def2-TZVPD.

Element x y z (Å)
C (0.690, -2.745, -0.305)
N (0.888, -1.660, -0.989)
H (1.025, -3.018, 0.655)
H (-0.069, -3.357, -0.700)
H (0.943, -0.646, -0.501)
H (0.594, -1.693, -1.977)
C (-0.375, 1.492, 0.795)
N (-1.226, 2.405, 0.255)
O (0.155, 0.465, 0.321)
H (-0.580, 1.385, 1.869)
H (-1.270, 2.796, -0.688)
H (-1.410, 3.117, 0.972)

Computed properties:
gap between HOMO and LUMO = 9.5056 eV
total charge = +1


Arrangement Q

Below is a structure of composition C2H7N2O, with properties calculated with ωB97M-V/def2-TZVPD.

Element x y z (Å)
C (0.183, 1.119, -0.366)
C (-0.245, -1.705, -0.480)
N (0.200, 2.263, 0.281)
N (-0.037, 0.003, 0.246)
O (-0.368, 0.024, 1.577)
H (0.379, 1.084, -1.428)
H (0.759, -1.951, -0.794)
H (-0.945, -1.539, -1.284)
H (-0.636, -2.255, 0.359)
H (0.420, 3.137, -0.163)
H (0.001, 2.264, 1.275)
H (0.129, -0.663, 2.049)

Computed properties:
gap between HOMO and LUMO = 11.1799 eV
total charge = +1


Arrangement R

Below is a cluster of 2 separate species, C2H7N2O in total, with properties calculated with ωB97M-V/def2-TZVPD.

Element x y z (Å)
C (-1.289, -0.440, 0.276)
C (1.851, -0.241, -0.173)
N (0.787, 0.198, 0.347)
N (-1.938, 0.585, -0.177)
O (3.009, 0.334, 0.028)
H (-1.098, -1.286, -0.371)
H (-1.252, -0.610, 1.342)
H (1.795, -1.118, -0.812)
H (0.893, 1.017, 0.934)
H (-2.067, 0.726, -1.173)
H (-2.197, 1.354, 0.431)
H (3.772, -0.103, -0.375)

Computed properties:
gap between HOMO and LUMO = 11.6081 eV
total charge = +1


Relative energies, hartree: arrangement P 0.0221; arrangement Q 0.0631; arrangement R 0.0000.